Computed, not measured: an isolated molecule of C13H9N3OS at a distorted geometry, with the ωB97M-V functional and the def2-TZVPD basis.

## Properties
Charge ... 0
ΔE to the lowest compared entry with this formula, charge and spin ... 192.93 kJ/mol
Kohn-Sham gap ... 7.5 eV
Energy ... -30976.9983 eV
Structure (SMILES) ... O=C(/N=c1\nc2ccccn2s1)c1ccccc1

Last column: natural (NBO) charge in e.
Geometry (Å):
O1 -1.498 -1.161 0.492  -0.5667
N1 -0.749 1.167 2.170  -0.4541
N2 -0.733 0.850 -0.298  -0.6300
S1 0.570 2.945 0.540  0.5343
C1 -0.936 -0.522 -0.413  0.6422
C2 -0.067 2.075 2.876  0.4054
C3 -0.033 1.926 4.308  -0.2573
C4 0.837 2.613 5.070  -0.1252
C5 1.721 3.691 4.336  -0.2789
C6 1.708 3.757 2.961  0.0116
C7 -0.416 1.482 0.815  0.3018
C8 1.454 -2.238 -3.521  -0.2094
C9 1.295 -2.942 -2.284  -0.2215
C10 0.713 -1.046 -3.716  -0.2045
C11 0.480 -2.509 -1.288  -0.1916
C12 -0.058 -0.461 -2.689  -0.1982
C13 -0.210 -1.228 -1.535  -0.0969
N3 0.946 2.810 2.165  -0.5389
H1 -0.671 1.201 4.750  0.2481
H2 0.884 2.469 6.151  0.2298
H3 2.481 4.218 4.913  0.2361
H4 2.296 4.584 2.470  0.2347
H5 2.025 -2.590 -4.326  0.2162
H6 1.735 -3.943 -2.047  0.2180
H7 0.769 -0.412 -4.625  0.2117
H8 0.355 -2.919 -0.268  0.2443
H9 -0.609 0.471 -2.720  0.2392

---

Computed, not measured: an isolated molecule of C16H32O, with the ωB97M-V functional and the def2-TZVPD basis.

## Properties
Charge ... 0
ΔE to the lowest compared entry with this formula, charge and spin ... 12.58 kJ/mol
Kohn-Sham gap ... 10.9 eV
Energy ... -19159.0253 eV
Structure (SMILES) ... CCCCCCCCCCCCCCCC=O

Last column: natural (NBO) charge in e.
Geometry (Å):
C1 -2.632 -3.054 -3.895  -0.6089
C2 -1.734 -1.842 -4.111  -0.3949
C3 -1.999 -0.710 -3.117  -0.3871
C4 -1.742 -1.065 -1.651  -0.3922
C5 -0.289 -1.430 -1.356  -0.3936
C6 -0.048 -1.598 0.143  -0.4050
C7 1.404 -1.955 0.458  -0.3946
C8 1.717 -1.890 1.953  -0.3846
C9 1.720 -0.484 2.559  -0.4124
C10 2.863 0.411 2.062  -0.4117
C11 2.550 1.266 0.823  -0.3942
C12 2.234 2.729 1.146  -0.3874
C13 0.863 2.951 1.784  -0.4014
C14 -0.279 2.804 0.779  -0.4031
C15 -1.644 3.011 1.432  -0.5148
C16 -2.088 1.842 2.260  0.4589
O1 -1.550 0.773 2.315  -0.5328
H1 -3.015 2.041 2.836  0.1007
H2 -1.647 3.903 2.064  0.2242
H3 -2.417 3.159 0.671  0.2366
H4 -0.257 1.808 0.335  0.2130
H5 -0.147 3.533 -0.023  0.2047
H6 0.724 2.248 2.605  0.2067
H7 0.830 3.961 2.203  0.1964
H8 2.286 3.314 0.223  0.1953
H9 3.006 3.114 1.817  0.1989
H10 1.716 0.836 0.273  0.1952
H11 3.418 1.257 0.158  0.2048
H12 3.725 -0.227 1.850  0.2006
H13 3.162 1.082 2.871  0.1994
H14 0.757 -0.008 2.383  0.2193
H15 1.824 -0.603 3.641  0.2030
H16 2.697 -2.345 2.126  0.1937
H17 0.977 -2.492 2.487  0.1989
H18 1.601 -2.971 0.104  0.1986
H19 2.078 -1.292 -0.085  0.1920
H20 -0.702 -2.383 0.529  0.1964
H21 -0.324 -0.676 0.654  0.2118
H22 -0.026 -2.358 -1.866  0.1930
H23 0.365 -0.643 -1.743  0.1901
H24 -2.017 -0.202 -1.038  0.1978
H25 -2.391 -1.890 -1.351  0.1953
H26 -3.040 -0.392 -3.220  0.1948
H27 -1.368 0.142 -3.386  0.1958
H28 -0.688 -2.148 -4.050  0.1952
H29 -1.901 -1.454 -5.119  0.1987
H30 -2.477 -3.784 -4.686  0.2088
H31 -2.418 -3.535 -2.945  0.2003
H32 -3.679 -2.758 -3.903  0.1996

---

Computed, not measured: a cluster of 9 separate species, C26H72F2N8O14S2 in total at a distorted geometry, with the ωB97M-V functional and the def2-TZVPD basis.

## Properties
Charge ... -2
Kohn-Sham gap ... 6.9 eV
Energy ... -95811.9960 eV

Last column: Mulliken charge in e.
Geometry (Å):
N1 3.473 1.252 -3.088  0.1783
S1 3.130 0.007 -3.856  0.9067
O1 3.889 -1.207 -3.524  -0.7486
O2 2.419 0.178 -5.088  -0.6453
F1 1.812 -0.401 -2.936  -0.2496
S2 4.802 1.632 -4.099  1.0303
O3 4.617 1.851 -5.501  -0.6855
O4 6.065 1.047 -3.736  -0.6244
F2 4.904 3.108 -3.489  -0.2704
N2 -0.708 -0.770 -0.604  1.0420
O5 -0.754 -1.906 -0.137  -0.8238
O6 0.232 -0.064 -0.417  -0.2789
O7 -1.679 -0.373 -1.266  -0.9954
C1 0.951 -5.340 1.447  -0.8556
C2 -0.033 -5.947 0.447  0.6989
C3 -0.145 -7.480 0.695  -0.8422
O8 1.107 -8.173 0.554  -0.3771
C4 1.789 -8.007 -0.768  -0.6567
N3 -1.292 -5.233 0.691  -0.8123
H1 1.140 -4.303 1.167  -0.0859
H2 1.970 -5.728 1.465  0.4113
H3 0.541 -5.284 2.455  0.2128
H4 0.273 -5.700 -0.570  0.3375
H5 -0.802 -7.871 -0.082  0.3861
H6 -0.668 -7.682 1.631  0.3626
H7 1.135 -8.193 -1.619  0.2963
H8 2.597 -8.738 -0.738  0.2511
H9 2.266 -7.035 -0.888  0.2514
H10 -1.080 -4.278 0.437  0.1848
H11 -2.005 -5.474 0.017  0.2881
C5 -1.587 0.080 6.413  -1.6162
C6 -2.215 -0.203 5.094  1.8397
C7 -1.827 -1.623 4.626  -1.0042
O9 -0.426 -1.615 4.449  -0.3234
C8 0.046 -2.686 3.644  -1.0322
N4 -3.664 -0.214 5.385  -0.7629
H12 -1.778 -0.644 7.205  0.3436
H13 -1.892 1.040 6.829  0.4515
H14 -0.510 0.167 6.269  0.3526
H15 -2.011 0.503 4.289  -0.8512
H16 -2.354 -1.898 3.713  0.4718
H17 -2.157 -2.311 5.405  0.4203
H18 1.130 -2.790 3.684  0.4615
H19 -0.138 -2.531 2.580  0.2612
H20 -0.442 -3.608 3.962  0.4613
H21 -3.984 -1.141 5.627  0.2706
H22 -3.926 0.328 6.196  0.2644
C9 -1.350 3.450 3.157  -1.5080
C10 -0.101 2.959 2.412  0.4202
C11 0.284 1.441 2.622  -0.2325
O10 1.526 1.170 1.983  -0.3196
C12 1.939 -0.176 2.267  0.4344
N5 -0.193 3.259 0.981  -0.1804
H23 -1.208 3.475 4.238  0.4471
H24 -2.187 2.763 3.033  0.1042
H25 -1.662 4.437 2.814  0.4205
H26 0.749 3.582 2.693  0.3106
H27 -0.517 0.777 2.300  0.0157
H28 0.258 1.265 3.697  0.2656
H29 2.847 -0.385 1.702  -0.3548
H30 1.299 -0.996 1.942  -0.5141
H31 2.210 -0.200 3.323  0.5460
H32 -0.313 4.239 0.772  0.3574
H33 -1.054 2.885 0.608  -0.0380
C13 6.982 0.937 0.007  -1.8225
C14 5.525 1.022 -0.372  1.3939
C15 4.969 -0.460 -0.477  -1.1671
O11 3.574 -0.518 -0.637  0.2675
C16 3.182 -1.879 -0.624  -1.0970
N6 4.780 1.768 0.643  -0.4638
H34 7.496 0.296 -0.709  0.3666
H35 7.209 0.514 0.985  0.3969
H36 7.509 1.885 0.120  0.4436
H37 5.385 1.524 -1.330  -0.6060
H38 5.094 -0.882 0.520  0.4399
H39 5.520 -1.051 -1.210  0.5102
H40 3.230 -2.183 0.421  0.4867
H41 3.733 -2.548 -1.285  0.4926
H42 2.154 -2.049 -0.944  0.0027
H43 4.939 1.264 1.504  0.2288
H44 5.250 2.644 0.817  0.2635
C17 -1.538 2.194 -4.480  -1.7461
C18 -0.190 2.295 -3.731  1.3772
C19 0.502 3.692 -4.019  -1.2566
O12 1.740 3.722 -3.416  -0.0579
C20 2.464 4.965 -3.665  -0.9517
N7 -0.498 2.102 -2.325  0.0995
H45 -2.148 3.094 -4.397  0.3690
H46 -2.159 1.388 -4.089  0.2542
H47 -1.488 1.966 -5.544  0.4352
H48 0.438 1.489 -4.109  0.0259
H49 -0.051 4.501 -3.542  0.3286
H50 0.493 3.958 -5.076  0.3644
H51 3.397 5.051 -3.108  0.1966
H52 1.881 5.866 -3.474  0.3423
H53 2.796 4.922 -4.702  0.3645
H54 -0.877 1.176 -2.190  -0.0111
H55 -1.325 2.636 -2.099  -0.3190
C21 -4.664 2.300 -0.924  -1.6409
C22 -3.556 3.121 -0.337  0.7281
C23 -4.032 4.115 0.742  -0.5713
O13 -4.879 5.118 0.189  -0.3721
C24 -5.156 6.176 1.127  -0.8178
N8 -2.605 2.129 0.089  0.0675
H56 -5.089 1.500 -0.317  0.3328
H57 -4.310 1.781 -1.815  0.3261
H58 -5.510 2.938 -1.176  0.4320
H59 -3.107 3.644 -1.182  0.1813
H60 -3.179 4.604 1.212  0.1036
H61 -4.478 3.580 1.581  0.4667
H62 -4.298 6.755 1.467  0.3101
H63 -5.699 5.856 2.016  0.3217
H64 -5.731 6.993 0.691  0.3144
H65 -2.989 1.563 0.832  0.2275
H66 -2.361 1.437 -0.605  -0.3769
C25 -4.514 -3.359 -3.990  -1.1346
C26 -3.130 -2.848 -3.554  0.0443
O14 -3.170 -3.062 -2.183  -0.5592
H67 -5.330 -2.777 -3.560  0.2816
H68 -4.525 -4.433 -3.805  0.2535
H69 -4.541 -3.310 -5.079  0.3900
H70 -2.831 -1.851 -3.879  0.1490
H71 -2.336 -3.526 -3.866  0.2091
H72 -2.681 -2.431 -1.649  0.3128

---

Number 1: E_LUMO -0.7 eV. Number 2: E_LUMO 0.9 eV. Number 3: E_LUMO 3.8 eV.